(1)
Here is a structure of composition C32H27IrN8OS from OMol25. Energies are from ωB97M-V/def2-TZVPD.

The geometry in XYZ format:
```
70
Properties=species:S:1:pos:R:3:forces:R:3
Ir 0.531889 -0.553655 -0.438119 0.775 -0.353 -0.346
C -0.876240 -0.710378 3.570439 0.011 0.006 -0.043
C 0.246519 -0.565698 4.386454 0.049 -0.012 0.047
C 1.480513 -0.456730 3.796857 0.061 0.010 0.184
C 1.611316 -0.464353 2.403609 0.177 0.152 -0.250
N 0.516048 -0.572503 1.622882 -0.072 -0.172 -0.039
C -0.697323 -0.715547 2.213085 -0.001 -0.146 0.027
N 2.902285 -0.361331 1.926116 -0.217 -0.049 0.471
C 3.264104 -0.363340 0.710418 0.060 0.165 -0.466
N 2.442960 -0.412668 -0.437152 0.327 0.039 0.036
C 3.266414 -0.418924 -1.585448 0.057 0.201 0.496
N 2.907441 -0.472252 -2.799688 -0.199 -0.050 -0.499
C 1.618398 -0.567463 -3.281334 0.153 0.106 0.248
C 1.497120 -0.576961 -4.675542 0.060 0.000 -0.189
C 0.265842 -0.664517 -5.273703 0.061 -0.009 -0.050
C -0.865056 -0.764291 -4.463711 -0.021 -0.008 0.061
C -0.692535 -0.752868 -3.106130 0.033 -0.167 -0.053
N 0.517577 -0.648422 -2.504573 -0.039 0.005 0.038
C 4.663948 -0.362648 -1.129502 -0.234 0.031 -0.168
C 5.837641 -0.326227 -1.854320 0.118 -0.028 -0.096
C 7.026025 -0.252168 -1.135646 -0.059 -0.008 -0.056
C 7.025099 -0.221457 0.258095 -0.059 -0.005 0.054
C 5.835782 -0.260915 0.978190 0.133 -0.016 0.101
C 4.662828 -0.328127 0.254750 -0.243 0.034 0.170
H -1.868709 -0.823196 3.982682 0.003 0.001 -0.010
H 0.147014 -0.549553 5.463709 0.021 -0.015 -0.011
H 2.390845 -0.366026 4.371520 -0.024 0.022 0.006
H -1.534081 -0.840242 1.540123 0.028 -0.002 -0.020
H 2.412729 -0.507501 -5.244703 -0.022 0.013 -0.004
H 0.173508 -0.655447 -6.351571 0.021 -0.020 0.012
H -1.859048 -0.843403 -4.880383 0.007 0.005 0.009
H -1.542923 -0.811243 -2.439774 0.021 0.056 0.008
H 5.827672 -0.348694 -2.935646 0.006 -0.004 0.015
H 7.969043 -0.215029 -1.663853 -0.008 -0.003 -0.006
H 7.967720 -0.163023 0.785125 -0.009 0.002 0.007
H 5.825601 -0.235259 2.059398 0.003 0.001 -0.013
O -0.912114 -2.197516 -0.278073 -0.796 0.282 0.067
S -1.251649 -3.292696 -1.324719 0.066 0.194 0.105
C -3.058200 -3.399760 -1.290795 -0.010 -0.027 0.098
C -3.395055 -4.307888 -0.113210 -0.003 -0.008 -0.048
C -2.415168 -5.469049 -0.234384 -0.024 0.046 0.027
C -1.031925 -4.836566 -0.387984 0.021 -0.104 -0.054
H -3.363455 -3.835289 -2.244820 0.000 0.012 0.004
H -3.431685 -2.379135 -1.216591 -0.007 0.002 -0.055
H -4.433496 -4.632970 -0.147486 -0.001 0.016 -0.024
H -3.237379 -3.771412 0.824675 -0.030 -0.010 0.010
H -2.652595 -6.064944 -1.117318 -0.003 -0.029 0.021
H -2.443090 -6.133095 0.627886 0.046 0.010 0.008
H -0.311720 -5.459475 -0.914649 0.022 0.020 0.011
H -0.605472 -4.509329 0.560954 -0.016 0.014 0.001
N -4.592039 7.346375 4.484644 0.025 -0.039 -0.026
C -4.115087 6.588655 3.765991 0.014 -0.053 -0.050
C -3.517206 5.636361 2.864892 -0.033 0.075 0.070
C -3.689820 5.769162 1.492205 -0.020 0.025 -0.016
C -3.107198 4.859189 0.627211 -0.019 0.033 -0.063
C -2.351442 3.816044 1.135726 0.045 -0.047 -0.037
C -2.181265 3.671533 2.504805 0.043 -0.058 0.039
C -2.762165 4.581585 3.367993 0.003 -0.004 0.029
N -1.740469 2.873065 0.230939 -0.093 0.093 -0.038
C -1.832218 2.873828 -1.143999 0.003 0.024 0.083
C -1.117596 1.814529 -1.587944 0.147 0.063 -0.008
N -0.584395 1.157405 -0.495635 -0.452 -0.592 0.146
C -0.982826 1.823647 0.578787 0.130 0.167 -0.009
H -4.279474 6.586647 1.101082 0.012 -0.009 -0.003
H -3.254981 4.985618 -0.435007 0.003 0.016 0.013
H -1.600305 2.860595 2.921567 -0.005 0.022 0.013
H -2.630754 4.477287 4.436062 0.004 0.001 -0.011
H -2.379610 3.610753 -1.700436 0.019 0.007 0.018
H -0.930342 1.520267 -2.602018 -0.013 0.036 0.019
H -0.705761 1.588619 1.586963 -0.052 0.039 -0.014
```
Forces are in eV/Å.

Results
- HOMO level (eV) = -13.822
- charge = +2
- largest force on an atom (hartree/bohr) = 0.0179

***

(2)
Here is a cluster of 2 separate species, C4H9N4OS in total from OMol25. Energies are from ωB97M-V/def2-TZVPD.

The geometry in XYZ format:
```
19
Properties=species:S:1:pos:R:3:forces:R:3
C 0.224434 1.326086 -0.898806 1.971 -0.470 0.865
C 0.686859 0.150110 -1.455053 -1.270 -1.115 -1.762
C 1.588834 1.388919 1.098007 1.121 0.488 0.408
C 1.418311 -0.914436 -1.004648 -0.126 1.964 -0.035
N 0.746804 2.011236 0.090278 -0.111 -1.844 1.571
N 1.381103 0.081948 1.364581 -0.841 0.512 -1.260
N 0.079004 -0.138077 -2.750460 0.358 2.502 -0.227
N -1.049131 -1.040316 1.448531 -2.434 -0.119 -1.404
O 1.987787 -1.875300 -0.905795 0.603 -1.368 0.321
S 2.714178 2.291285 1.795652 0.500 0.718 0.304
H -0.492575 1.789946 -1.479669 -1.510 1.019 -1.052
H 0.313856 2.828151 0.475560 -0.209 0.673 -0.414
H 1.816024 -0.296022 2.192414 0.319 0.169 -0.059
H 0.398618 0.438264 -3.547508 0.115 -0.155 1.016
H 0.065971 -1.042338 -3.103523 -0.111 -2.166 -0.011
H -0.970619 -1.879844 1.983435 0.364 -0.879 0.416
H 0.400553 -0.205855 1.217718 0.003 -0.662 0.286
H -1.871333 -1.237941 0.834778 1.190 -0.368 -0.304
H -1.612435 -0.468672 2.039636 0.068 1.099 1.337
```
Forces are in eV/Å.

Results
- HOMO level (eV) = -12.442
- charge = +1
- largest force on an atom (hartree/bohr) = 0.0547
- energy relative to the best compared isomer or geometry (same formula, charge and spin) (eV) = 1.7422

***

(3)
Here is a structure of composition C6H11N2S from OMol25. Energies are from ωB97M-V/def2-TZVPD.

The geometry in XYZ format:
```
20
Properties=species:S:1:pos:R:3:forces:R:3
C 0.292621 -1.751765 0.492740 -2.528 -1.635 1.579
C 0.126298 -1.581779 1.832470 1.126 0.572 -1.151
C 0.264484 0.542645 0.180077 0.104 0.344 0.366
C 1.389719 -0.235273 3.758132 -1.858 0.911 -1.826
C 0.090456 -0.991639 -1.773908 2.389 -2.732 0.351
C -1.378073 1.810494 -1.229145 -0.905 -1.114 1.164
N 0.160062 -0.701613 -0.375010 1.097 2.678 0.426
N -0.259409 1.643865 -0.331667 0.700 0.066 1.061
S 0.338871 0.072840 2.504107 0.773 -2.189 1.179
H 0.053617 -2.796415 0.106792 0.859 1.566 0.171
H 0.033760 -2.455161 2.464474 0.241 0.399 0.354
H 2.112898 -0.996276 3.906897 0.358 -0.748 -0.380
H 1.398426 0.594792 4.403956 0.282 0.919 0.859
H -0.237301 -0.229185 -2.348743 -1.146 2.412 -1.572
H 1.058790 -1.354430 -2.230948 -0.789 0.427 0.826
H -0.576790 -1.797742 -1.738992 -1.153 -1.230 -1.199
H -1.716013 0.841408 -1.608371 -0.453 0.578 0.305
H -1.111829 2.440346 -1.992158 0.810 1.271 -2.308
H -2.080657 2.416519 -0.646857 -0.613 -0.764 -0.245
H -0.140133 2.575915 0.131135 0.707 -1.731 0.039
```
Forces are in eV/Å.

Results
- HOMO level (alpha / beta) (eV) = -12.162 / -12.163
- charge = +1
- largest force on an atom (hartree/bohr) = 0.0709
- energy relative to the best compared isomer or geometry (same formula, charge and spin) (eV) = 5.2436